Here is a single C5H8O molecule at a distorted geometry from the Open Molecules 2025 dataset. Energies are from ωB97M-V/def2-TZVPD.

Geometry (Å):
C  -1.613  0.527  2.367
C  -0.435  0.289  1.803
O  -0.394  -0.054  0.457
C  0.889  -0.351  0.107
C  1.195  -0.357  -1.212
C  0.266  -0.193  -2.385
H  -2.604  0.259  1.744
H  -1.778  0.883  3.393
H  0.561  0.387  2.320
H  1.707  -0.466  0.863
H  2.220  -0.550  -1.372
H  0.641  -0.563  -3.402
H  -0.657  -0.717  -2.201
H  0.002  0.908  -2.482

Forces on the atoms, in the same order (eV/Å):
C -2.4 -0.8 -1.0
C -0.4 0.5 0.4
O 0.8 -0.2 2.1
C 1.1 0.3 -2.8
C -0.4 -0.5 1.3
C 0.1 1.1 -0.9
H 2.5 0.9 1.4
H 0.4 -0.3 -0.6
H -1.3 0.0 -0.6
H -1.2 0.1 -0.5
H 1.0 -0.2 -0.5
H -0.1 0.6 1.7
H -0.4 -0.1 0.1
H 0.2 -1.2 -0.1

Results
Highest occupied orbital energy ... -8.4 eV
SMILES string ... C=CO/C=C\C
ΔE to the lowest compared entry with this formula, charge and spin ... 227.97 kJ/mol
Spin multiplicity ... 1
M ... 84.118 g/mol